Record 1
Molecular formula: C52H37AsF5N2O2PS5Ti
Method: DFT, ωB97M-V with the def2-TZVPD basis set

As for the energy above the lowest of the compared OMol25 structures with the same formula, charge and spin: 36.69 kcal/mol. The LUMO energy is 3.474 eV. The calculation puts the strongest force on any atom at 0.022 hartree/bohr. As for the total energy: -8180.704797 a.u. As for the HOMO energy: -0.02412 hartree. The net charge is -2.

Last column: Löwdin charge in e.
Cartesian coordinates (Å):
Ti  -0.516  -0.099  -0.345  0.696
C  1.721  3.066  1.012  -0.086
O  1.040  1.849  1.203  -0.157
C  0.571  1.574  2.456  -0.234
C  0.658  2.473  3.505  -0.038
C  0.186  2.119  4.768  -0.120
C  -0.352  0.860  4.959  -0.109
C  -0.443  -0.040  3.899  -0.020
C  -0.012  0.303  2.621  -0.221
N  -0.089  -0.570  1.530  -0.140
N  -0.361  -1.882  1.988  0.030
C  -0.142  -2.900  1.159  -0.263
C  0.379  -2.849  -0.157  -0.343
O  0.436  -1.644  -0.800  -0.357
C  0.861  -4.002  -0.768  -0.034
C  0.729  -5.260  -0.220  -0.088
C  0.014  -5.399  0.995  -0.195
C  -0.284  -6.668  1.560  -0.072
C  -1.023  -6.786  2.706  -0.134
C  -1.513  -5.630  3.351  -0.121
C  -1.223  -4.389  2.837  -0.037
C  -0.449  -4.237  1.669  -0.094
H  2.567  3.153  1.700  0.099
H  2.077  3.058  -0.013  0.058
H  1.053  3.921  1.143  0.098
H  1.084  3.455  3.351  0.093
H  0.247  2.831  5.583  0.086
H  -0.715  0.568  5.938  0.089
H  -0.866  -1.026  4.025  0.094
H  1.353  -3.895  -1.731  0.098
H  1.128  -6.133  -0.723  0.083
H  0.076  -7.557  1.049  0.095
H  -1.246  -7.769  3.109  0.081
H  -2.128  -5.723  4.240  0.080
H  -1.594  -3.487  3.309  0.097
S  -6.904  -0.554  -4.234  0.381
C  -5.457  -0.497  -3.402  -1.551
S  -4.124  0.471  -3.862  0.880
C  -3.008  0.009  -2.602  -1.114
C  -3.480  -0.877  -1.706  -1.107
S  -2.579  -1.543  -0.380  0.686
S  -5.125  -1.398  -1.987  0.895
S  -1.396  0.662  -2.597  0.604
F  -3.019  0.425  2.028  0.059
C  -2.708  1.543  1.351  -0.238
C  -1.658  1.581  0.449  -0.122
C  -1.439  2.845  -0.072  -0.271
F  -0.397  3.068  -0.926  0.003
C  -2.187  3.969  0.208  -0.152
F  -1.904  5.171  -0.340  0.079
C  -3.246  3.856  1.082  -0.149
F  -3.996  4.933  1.385  0.087
C  -3.506  2.635  1.660  -0.143
F  -4.522  2.533  2.538  0.090
C  3.591  1.510  -1.931  -0.398
C  3.288  2.778  -2.724  -0.440
As  4.955  3.673  -3.284  1.284
C  5.713  2.142  -4.236  -0.436
C  6.980  1.693  -3.889  -0.134
C  7.510  0.546  -4.477  -0.100
C  6.767  -0.159  -5.408  -0.098
C  5.497  0.285  -5.764  -0.073
C  4.978  1.435  -5.185  -0.103
C  4.240  4.606  -4.850  -0.424
C  5.063  4.848  -5.947  -0.130
C  4.584  5.537  -7.054  -0.100
C  3.274  5.999  -7.075  -0.107
C  2.450  5.773  -5.984  -0.088
C  2.933  5.082  -4.876  -0.110
P  2.214  0.265  -1.567  1.103
C  3.323  -0.923  -0.719  -0.350
C  3.040  -1.232  0.609  -0.072
C  3.883  -2.062  1.338  -0.061
C  5.023  -2.587  0.750  -0.098
C  5.319  -2.280  -0.573  -0.094
C  4.476  -1.450  -1.301  -0.110
C  1.994  -0.420  -3.268  -0.345
C  2.319  -1.729  -3.617  -0.088
C  2.110  -2.202  -4.906  -0.085
C  1.565  -1.372  -5.876  -0.103
C  1.186  -0.082  -5.531  -0.090
C  1.378  0.376  -4.235  -0.171
H  3.986  1.779  -0.948  0.076
H  4.370  0.932  -2.426  0.042
H  2.703  3.485  -2.133  0.053
H  2.737  2.570  -3.635  0.034
H  7.551  2.229  -3.140  0.085
H  8.497  0.200  -4.194  0.095
H  7.169  -1.062  -5.851  0.097
H  4.899  -0.271  -6.475  0.102
H  3.983  1.762  -5.460  0.103
H  6.082  4.480  -5.945  0.096
H  5.233  5.708  -7.904  0.095
H  2.895  6.525  -7.943  0.095
H  1.426  6.125  -5.993  0.102
H  2.272  4.906  -4.035  0.096
H  2.126  -0.859  1.057  0.082
H  3.629  -2.311  2.360  0.107
H  5.677  -3.241  1.314  0.093
H  6.204  -2.690  -1.044  0.093
H  4.727  -1.219  -2.330  0.098
H  2.721  -2.396  -2.867  0.086
H  2.351  -3.231  -5.142  0.097
H  1.396  -1.740  -6.881  0.093
H  0.699  0.558  -6.257  0.103
H  0.969  1.339  -3.960  0.068

Cartesian forces, eV/Å:
0.25 -1.06 -0.25
-0.04 -0.04 0.02
0.28 -0.07 -0.12
0.01 0.11 -0.05
-0.01 -0.02 0.10
0.01 -0.01 -0.07
-0.02 -0.10 -0.05
-0.06 0.10 0.22
-0.06 -0.13 -0.03
-0.78 -0.47 -0.16
0.28 0.31 -0.14
0.19 0.00 0.23
0.06 0.47 0.03
-0.15 -0.61 0.21
0.06 -0.20 -0.36
0.02 0.07 0.07
-0.07 0.04 0.03
0.04 0.07 -0.04
-0.03 0.05 0.06
0.03 -0.01 -0.06
0.07 -0.03 0.02
0.10 0.05 -0.05
0.04 0.01 0.01
0.00 -0.01 -0.03
-0.01 0.03 0.02
0.00 -0.03 0.00
-0.01 -0.02 -0.01
-0.01 0.00 -0.03
0.00 0.05 0.02
-0.08 0.07 0.03
-0.04 0.02 0.01
0.00 0.04 0.01
0.00 0.03 -0.01
0.02 0.00 -0.01
0.01 -0.04 -0.02
0.02 0.01 0.02
0.00 -0.01 -0.03
0.09 0.13 -0.11
0.10 0.21 -0.08
-0.01 -0.11 0.18
0.17 0.26 0.12
-0.08 -0.13 0.16
0.12 0.03 -0.16
0.04 -0.10 -0.07
-0.02 0.01 0.08
-0.48 0.90 0.19
0.02 0.03 -0.03
0.04 -0.14 -0.05
0.04 0.09 -0.04
0.01 -0.01 -0.01
-0.13 0.14 0.07
-0.01 0.00 0.01
-0.03 -0.05 0.09
0.00 -0.01 0.01
-0.10 0.01 0.12
-0.08 -0.19 0.10
0.05 0.02 0.05
-0.01 0.07 -0.01
0.06 -0.12 -0.05
0.00 0.11 0.08
-0.09 -0.03 -0.06
-0.01 0.08 0.07
0.02 -0.16 -0.08
-0.03 0.02 0.03
-0.04 0.06 -0.11
0.03 -0.03 0.07
0.02 -0.02 -0.01
0.02 -0.05 0.12
-0.05 0.05 -0.08
0.04 0.29 -0.43
-0.08 0.07 0.16
-0.02 -0.15 -0.01
0.00 0.02 -0.04
-0.01 0.03 -0.03
-0.03 0.03 -0.04
0.15 0.00 0.03
-0.02 -0.13 0.08
0.07 -0.01 0.02
-0.03 0.07 0.02
0.01 0.02 0.05
0.04 -0.03 0.00
0.02 0.09 0.04
0.02 -0.02 0.06
0.09 0.02 -0.06
-0.04 -0.01 -0.02
-0.12 -0.10 -0.09
0.02 0.01 0.01
0.00 0.00 0.01
-0.01 0.01 0.00
0.00 -0.01 0.01
-0.03 0.01 0.00
0.02 -0.01 -0.01
0.01 -0.01 0.00
0.01 0.01 0.01
0.01 -0.02 0.01
-0.02 0.01 -0.02
0.04 0.02 0.04
-0.02 0.01 0.00
-0.01 0.00 -0.01
-0.01 0.01 0.00
-0.02 0.00 0.00
0.00 -0.02 0.00
0.02 0.00 0.00
0.00 0.00 0.01
0.00 -0.01 0.03
0.09 0.08 -0.02

=====

Record 2
Molecular formula: C6H24ClN12O10
Method: DFT, ωB97M-V with the def2-TZVPD basis set

As for the energy above the lowest of the compared OMol25 structures with the same formula, charge and spin: 577.18 kcal/mol. The LUMO energy is 2.053 eV. The calculation puts the strongest force on any atom at 0.297 hartree/bohr. As for the total energy: -2111.902886 a.u. As for the HOMO energy: -0.22561 hartree. The net charge is -1.

Last column: Löwdin charge in e.
Cartesian coordinates (Å):
Cl  -0.762  0.262  -0.541  0.919
O  -0.757  1.374  -1.433  -0.206
O  -1.013  0.843  0.815  -0.320
O  -1.788  -0.602  -1.030  -0.263
O  0.499  -0.460  -0.670  -0.306
C  -0.988  3.719  0.398  -0.809
O  -1.147  4.902  0.503  0.016
N  0.227  3.179  0.373  0.181
N  -1.990  2.935  0.372  0.159
H  1.045  3.729  0.596  0.128
H  0.285  2.177  0.258  0.033
H  -1.780  1.948  0.330  -0.012
H  -2.861  3.366  0.646  0.128
C  -3.289  -0.929  2.507  -0.731
O  -3.758  -1.571  3.491  -0.008
N  -2.351  -1.351  1.721  0.063
N  -3.720  0.190  2.142  0.195
H  -2.089  -0.701  0.993  0.069
H  -1.935  -2.267  1.818  0.162
H  -3.958  0.899  2.821  0.140
H  -3.709  0.455  1.168  0.124
C  3.116  0.831  0.211  -0.744
O  4.153  1.236  -0.205  0.052
N  1.970  0.876  -0.452  0.143
N  2.736  0.709  1.452  0.123
H  1.992  1.533  -1.219  0.139
H  1.272  0.173  -0.256  -0.171
H  3.523  0.802  2.078  0.133
H  1.856  0.310  1.744  -0.049
C  0.623  -0.437  2.124  -0.702
O  0.863  0.614  2.645  0.114
N  1.608  -1.232  1.918  0.160
N  -0.542  -1.054  1.853  0.053
H  2.566  -1.005  2.145  0.146
H  1.469  -2.030  1.315  0.052
H  -1.380  -0.518  2.031  0.036
H  -0.434  -2.050  1.729  0.142
C  -0.991  -0.275  -3.852  -0.730
O  -0.649  -0.141  -5.019  0.009
N  -2.253  -0.156  -3.512  0.166
N  -0.195  -0.781  -2.899  0.143
H  -2.440  -0.125  -2.520  0.056
H  -2.849  0.217  -4.236  0.122
H  -0.582  -0.826  -1.967  -0.007
H  0.742  -0.991  -3.210  0.106
C  2.649  -2.614  -1.001  -0.756
O  3.142  -3.653  -0.541  -0.001
N  2.968  -2.105  -2.143  0.206
N  1.847  -1.918  -0.301  0.170
H  2.541  -1.275  -2.528  0.107
H  3.694  -2.714  -2.493  0.128
H  1.423  -1.053  -0.605  -0.101
H  1.399  -2.447  0.434  0.096

Cartesian forces, eV/Å:
-1.65 5.60 -0.43
0.57 -0.36 0.36
0.79 -2.63 -2.70
-1.65 -1.48 3.11
-15.19 -1.18 -0.86
2.79 2.25 0.54
-0.21 3.88 0.36
1.61 -1.12 -0.29
-4.71 -2.34 -0.40
-0.41 -0.18 -0.18
1.05 1.23 0.48
-1.64 1.61 0.41
0.18 -0.29 -0.33
-2.05 -6.92 4.38
1.42 0.95 -0.89
-9.21 -4.52 -3.45
-3.00 7.62 -1.71
-1.67 -1.52 -0.60
-1.49 0.43 -0.03
-0.39 -0.33 -0.20
0.14 0.26 0.35
-1.68 2.57 0.41
3.76 0.34 -1.18
3.12 3.67 -2.80
5.49 0.80 2.06
-0.35 -0.58 -0.42
3.36 4.44 1.69
-0.24 -0.17 0.63
3.05 3.62 -0.97
-2.07 -3.32 2.87
-3.69 3.23 2.76
2.40 -5.62 1.54
9.01 1.57 1.65
-0.38 -0.65 -0.08
0.69 1.77 3.97
3.58 -0.08 1.79
-0.01 0.64 0.62
1.26 -1.54 -2.13
0.75 0.53 -0.63
-2.65 0.72 0.68
0.72 -0.45 -1.35
-0.87 0.29 -0.97
0.02 0.06 0.50
1.19 -2.03 -3.29
-0.38 0.05 0.45
1.61 -3.00 1.90
0.27 -0.80 -0.61
1.60 0.02 -3.09
0.13 -2.16 1.08
0.77 -0.29 -0.09
0.10 0.91 -1.23
4.16 -4.19 0.05
-0.03 -1.30 -3.74

=====

Record 3
Molecular formula: C2H6N2O
Method: DFT, ωB97M-V with the def2-TZVPD basis set

As for the energy above the lowest of the compared OMol25 structures with the same formula, charge and spin: 29.43 kcal/mol. The LUMO energy is 0.805 eV. The calculation puts the strongest force on any atom at 0.049 hartree/bohr. As for the total energy: -264.540408 a.u. As for the SMILES: NCC(N)=O. As for the HOMO energy: -0.35310 hartree. The net charge is 0.

Last column: Löwdin charge in e.
Cartesian coordinates (Å):
N  -1.101  1.396  0.445  -0.018
C  -0.992  0.134  -0.266  -0.203
C  0.408  -0.530  -0.109  -0.509
N  1.505  0.345  -0.105  0.105
O  0.432  -1.717  -0.023  0.108
H  -0.759  1.364  1.392  0.066
H  -1.996  1.849  0.397  0.063
H  -1.112  0.290  -1.338  0.118
H  -1.670  -0.607  0.152  0.105
H  1.442  1.181  0.453  0.072
H  1.794  0.601  -1.038  0.094

Cartesian forces, eV/Å:
0.79 0.47 -0.46
0.47 -0.16 1.17
-2.07 1.42 0.15
1.35 -0.52 -0.07
0.97 -0.62 -0.23
-0.29 -0.13 0.15
-0.14 -0.13 0.01
-0.32 -0.06 -0.01
-0.31 -0.23 -0.54
-0.64 0.11 -0.11
0.18 -0.16 -0.05

=====

Record 4
Molecular formula: C24H35AlN3O3S
Method: DFT, ωB97M-V with the def2-TZVPD basis set

As for the energy above the lowest of the compared OMol25 structures with the same formula, charge and spin: 16.73 kcal/mol. The LUMO energy is -8.661 eV. The calculation puts the strongest force on any atom at 0.020 hartree/bohr. As for the total energy: -1965.365087 a.u. As for the HOMO energy: -0.65648 hartree. The net charge is +3.

Last column: Löwdin charge in e.
Cartesian coordinates (Å):
Al  -0.775  0.569  0.121  0.248
C  -3.643  -0.076  2.375  -0.001
C  -2.174  0.161  2.499  -0.246
C  -1.372  -0.654  3.267  0.022
C  -0.055  -0.294  3.604  -0.194
C  0.757  -1.200  4.466  -0.004
C  0.430  0.957  3.215  0.018
C  -0.336  1.820  2.451  -0.242
C  0.078  3.236  2.225  0.008
C  -1.592  1.349  1.930  -0.107
H  -4.137  0.542  3.130  0.123
H  -3.914  -1.109  2.581  0.091
H  -4.043  0.234  1.408  0.091
H  -1.791  -1.552  3.708  0.144
H  0.467  -1.062  5.512  0.120
H  1.822  -0.984  4.398  0.092
H  0.578  -2.247  4.227  0.098
H  1.383  1.302  3.601  0.149
H  0.119  3.743  3.192  0.122
H  -0.626  3.781  1.598  0.094
H  1.079  3.302  1.799  0.086
H  -2.301  2.127  1.648  0.139
C  -0.342  -3.210  -2.881  -0.108
C  -1.030  -3.232  -1.522  -0.345
S  -2.265  -1.903  -1.420  1.170
O  -1.548  -0.834  -0.496  -0.385
C  -3.526  -2.639  -0.351  -0.344
C  -3.020  -3.459  0.824  -0.101
H  0.404  -4.003  -2.916  0.099
H  0.159  -2.261  -3.073  0.068
H  -1.054  -3.397  -3.683  0.093
H  -0.341  -3.068  -0.694  0.106
H  -1.558  -4.173  -1.375  0.103
H  -4.119  -3.240  -1.048  0.117
H  -4.141  -1.799  -0.027  0.088
H  -2.643  -4.432  0.522  0.085
H  -3.856  -3.651  1.496  0.102
H  -2.250  -2.922  1.376  0.068
O  2.524  1.793  0.517  0.133
C  2.175  0.678  0.206  -0.469
O  0.933  0.299  0.061  0.055
C  3.243  -0.396  -0.080  -0.132
N  4.575  0.274  0.105  0.116
C  5.295  0.291  -1.223  -0.066
C  4.167  0.148  -2.235  -0.124
C  3.234  -0.855  -1.548  -0.099
H  3.109  -1.225  0.615  0.173
H  5.149  -0.140  0.838  0.197
H  4.342  1.240  0.396  0.164
H  5.974  -0.558  -1.265  0.147
H  5.870  1.207  -1.325  0.147
H  4.531  -0.201  -3.198  0.139
H  3.668  1.108  -2.388  0.126
H  3.643  -1.862  -1.626  0.137
H  2.225  -0.862  -1.955  0.109
N  1.302  2.203  -5.274  0.224
C  0.495  2.411  -4.484  -0.145
C  -0.469  2.593  -3.441  -0.154
C  -1.500  3.532  -3.506  0.077
C  -2.367  3.631  -2.427  0.028
C  -2.187  2.813  -1.329  -0.035
N  -1.195  1.907  -1.266  0.056
C  -0.357  1.803  -2.312  -0.019
H  -1.618  4.156  -4.382  0.153
H  -3.166  4.359  -2.433  0.140
H  -2.852  2.875  -0.477  0.131
H  0.426  1.058  -2.245  0.127

Cartesian forces, eV/Å:
-0.42 0.93 0.23
-0.02 -0.01 -0.08
0.21 -0.05 0.06
-0.05 -0.10 -0.05
-0.10 0.08 -0.07
0.05 0.00 0.10
0.02 0.08 0.03
-0.12 -0.01 0.03
0.16 0.07 -0.08
0.06 -0.02 0.33
-0.04 -0.01 -0.02
0.01 -0.02 -0.04
0.01 -0.01 -0.01
0.00 -0.03 -0.05
-0.02 0.01 -0.01
0.00 0.00 0.00
0.01 0.00 -0.01
0.03 -0.04 -0.05
-0.06 -0.01 0.00
0.01 0.00 -0.03
0.00 0.00 -0.05
0.05 -0.04 -0.24
-0.01 0.03 0.01
0.00 0.09 -0.37
0.23 0.13 0.55
-0.49 -0.91 -0.19
0.15 -0.07 0.02
-0.01 0.04 0.02
0.01 0.01 0.02
0.00 0.01 -0.01
0.02 0.03 -0.02
-0.11 -0.01 0.12
-0.07 0.01 0.06
-0.03 0.08 -0.05
-0.02 0.06 -0.15
0.08 0.02 -0.02
-0.01 0.05 0.00
0.03 -0.02 0.08
-0.11 -0.08 -0.03
0.30 0.38 0.12
0.13 -0.62 -0.20
-0.56 -0.11 -0.16
0.08 0.19 0.14
0.10 0.03 -0.53
-0.07 -0.03 0.14
0.14 0.11 -0.05
0.12 0.05 0.08
-0.05 -0.08 0.02
0.06 -0.03 0.03
-0.04 -0.03 0.13
-0.01 0.01 0.15
0.01 0.01 0.00
0.02 0.00 -0.03
-0.04 -0.02 0.03
0.00 -0.04 0.01
-0.03 0.02 0.07
0.13 -0.08 -0.16
-0.15 0.09 0.12
0.04 -0.13 0.08
0.07 0.09 -0.04
-0.11 0.05 0.08
0.40 -0.24 0.03
-0.01 0.07 -0.11
0.01 0.04 0.02
-0.05 -0.05 0.03
0.02 0.01 0.00
0.03 0.05 -0.03